(1)
This record from OMol25 describes a structure of composition C23H55N7O9V. The level of theory is ωB97M-V with the def2-TZVPD basis set.

Summary:
E_tot: -79283.1580 eV
orbital gap (alpha / beta): 7.286 / 7.553 eV
E_HOMO (alpha / beta): -8.40 / -8.67 eV
2S+1: 4

Cartesian coordinates (Å):
V  -2.69  3.12  -1.33
C  0.43  4.38  -1.30
O  -0.94  4.43  -1.60
H  0.68  5.30  -0.75
H  0.64  3.49  -0.71
H  1.03  4.25  -2.20
C  -0.59  0.63  0.21
O  -1.66  1.42  -0.16
H  -0.40  0.65  1.28
H  -0.72  -0.40  -0.10
H  0.34  1.04  -0.20
C  -0.42  1.63  5.76
O  0.28  1.83  6.75
N  -1.08  0.44  5.51
C  -1.63  0.15  4.11
C  -0.82  -0.83  6.29
H  -0.51  2.41  4.99
H  -2.64  -0.26  4.05
H  -1.04  -0.57  3.53
H  -1.62  0.99  3.42
H  -0.26  -0.70  7.21
H  -1.80  -1.24  6.53
H  -0.35  -1.56  5.62
C  0.96  -5.01  -1.96
O  2.02  -5.23  -2.46
N  0.34  -3.79  -1.97
C  -1.01  -3.66  -1.46
C  0.92  -2.56  -2.60
H  0.44  -5.66  -1.24
H  -1.13  -4.30  -0.58
H  -1.68  -3.95  -2.27
H  -1.11  -2.67  -1.01
H  1.97  -2.76  -2.82
H  0.39  -2.19  -3.47
H  0.93  -1.88  -1.74
C  2.00  1.55  -4.94
O  2.78  2.01  -5.85
N  2.32  1.63  -3.62
C  1.39  1.09  -2.64
C  3.44  2.44  -3.12
H  1.07  1.01  -5.16
H  1.80  0.75  -1.69
H  0.70  0.35  -3.04
H  0.85  1.99  -2.36
H  4.20  2.82  -3.81
H  3.03  3.32  -2.62
H  4.05  1.99  -2.35
C  3.19  2.14  0.92
O  4.21  1.69  0.43
N  2.86  2.34  2.18
C  3.85  2.09  3.16
C  1.68  3.17  2.54
H  2.34  2.42  0.28
H  4.41  3.01  3.32
H  4.45  1.22  2.91
H  3.40  1.71  4.08
H  1.19  2.79  3.44
H  2.15  4.12  2.80
H  0.91  3.19  1.77
C  -2.16  1.42  -4.27
O  -2.58  2.05  -3.31
N  -2.11  0.08  -4.19
C  -2.11  -0.74  -5.41
C  -2.43  -0.73  -3.02
H  -1.95  1.88  -5.24
H  -3.11  -1.13  -5.56
H  -1.47  -1.63  -5.37
H  -1.71  -0.31  -6.33
H  -3.30  -1.38  -3.05
H  -1.51  -1.30  -2.97
H  -2.52  -0.13  -2.11
C  -4.43  -0.22  1.81
O  -5.05  0.74  2.35
N  -4.96  -1.36  1.37
C  -4.13  -2.22  0.62
C  -6.40  -1.61  1.31
H  -3.33  -0.27  1.73
H  -4.11  -3.23  1.03
H  -3.08  -1.97  0.54
H  -4.32  -2.21  -0.46
H  -6.81  -1.02  2.14
H  -6.76  -1.40  0.31
H  -6.58  -2.66  1.50
C  4.59  -1.42  1.98
O  4.81  -1.33  3.20
N  3.31  -1.60  1.50
C  3.01  -2.00  0.10
C  2.12  -1.21  2.24
H  5.38  -1.57  1.23
H  2.74  -1.12  -0.47
H  2.12  -2.61  -0.05
H  3.96  -2.36  -0.28
H  2.13  -1.05  3.32
H  1.90  -0.23  1.80
H  1.31  -1.91  2.06



(2)
This record from OMol25 describes a cluster of 2 separate species, C2H5NO2 in total. The level of theory is ωB97M-V with the def2-TZVPD basis set.

Summary:
E_tot: -7727.8584 eV
orbital gap (alpha / beta): 4.473 / 1.388 eV
E_HOMO (alpha / beta): -12.46 / -12.46 eV
total charge: +1
2S+1: 2

Cartesian coordinates (Å):
O  -0.51  -3.94  2.35
C  -1.29  -3.15  1.82
H  -0.98  -2.38  1.12
H  -2.38  -3.20  2.11
C  0.69  2.62  -1.05
N  1.00  2.55  -2.39
O  0.17  1.72  -0.41
H  0.57  3.68  -0.86
H  0.92  3.28  -3.18
H  1.26  1.69  -2.64



(3)
This record from OMol25 describes an isolated molecule of C21H21NO4. The level of theory is ωB97M-V with the def2-TZVPD basis set.

Summary:
E_tot: -31795.6296 eV
orbital gap: 8.386 eV
E_HOMO: -7.82 eV

Cartesian coordinates (Å):
C  1.59  -1.74  -3.41
C  1.37  -0.75  -2.26
O  2.27  0.04  -2.03
N  0.08  -0.69  -1.42
C  -0.91  -0.63  -2.43
C  -1.37  -1.99  -2.94
O  -1.37  0.38  -2.91
C  0.15  0.30  -0.35
C  -1.09  1.05  0.43
C  -1.41  1.10  1.81
C  -2.42  1.91  2.36
C  -3.25  2.65  1.51
C  -2.98  2.60  0.12
C  -1.92  1.83  -0.38
C  -3.98  3.42  -0.60
C  -4.84  3.99  0.55
O  -4.30  3.45  1.85
C  1.14  -0.16  0.73
C  1.51  0.57  1.88
C  2.54  0.12  2.70
C  3.17  -1.09  2.39
C  2.73  -1.87  1.30
C  1.67  -1.43  0.54
C  3.58  -3.06  1.13
C  4.52  -2.93  2.35
O  4.21  -1.67  3.07
H  0.89  -2.57  -3.40
H  1.60  -1.24  -4.41
H  2.61  -2.20  -3.31
H  -0.72  -2.85  -2.70
H  -2.36  -2.19  -2.49
H  -1.51  -1.94  -4.04
H  0.64  1.17  -0.77
H  -0.90  0.48  2.56
H  -2.69  1.95  3.43
H  -1.80  1.80  -1.45
H  -4.59  2.83  -1.28
H  -3.51  4.21  -1.18
H  -4.80  5.10  0.58
H  -5.90  3.68  0.46
H  1.00  1.48  2.21
H  2.90  0.67  3.58
H  1.28  -2.07  -0.25
H  3.02  -3.99  1.15
H  4.15  -3.03  0.20
H  5.58  -2.90  2.04
H  4.38  -3.77  3.05



(4)
This record from OMol25 describes the ion C4H11N2O2 with charge +1. The level of theory is ωB97M-V with the def2-TZVPD basis set.

Summary:
E_tot: -11395.0939 eV
orbital gap: 9.988 eV
E_HOMO: -13.69 eV
total charge: +1

Cartesian coordinates (Å):
N  0.83  -2.04  -1.30
C  0.46  -0.98  -0.32
C  -0.28  0.16  -1.03
C  0.16  1.59  -0.64
N  -0.19  1.96  0.81
C  -0.41  -1.53  0.81
O  -1.12  -2.47  0.85
O  -0.21  -0.74  1.96
H  1.57  -2.56  -0.83
H  0.00  -2.65  -1.35
H  1.40  -0.60  0.07
H  -0.05  0.20  -2.09
H  -1.37  0.13  -0.97
H  -0.21  2.46  -1.18
H  1.25  1.68  -0.65
H  0.27  2.82  1.12
H  0.14  1.19  1.41
H  -1.19  2.17  0.89
H  -1.05  -0.79  2.44



(5)
This record from OMol25 describes a cluster of 3 separate species, C3H12N2O2 in total. The level of theory is ωB97M-V with the def2-TZVPD basis set.

Summary:
E_tot: -10380.1023 eV
orbital gap: 9.242 eV
E_HOMO: -8.37 eV

Cartesian coordinates (Å):
H  1.38  -2.92  -0.41
N  0.61  -2.32  -0.66
C  0.98  -1.11  -0.81
N  0.19  -0.02  -0.62
C  0.77  1.22  -0.14
C  -0.18  2.18  0.56
H  2.04  -0.79  -0.94
H  -0.82  -0.11  -0.70
H  1.53  0.96  0.62
H  1.20  1.68  -1.04
H  0.15  3.22  0.54
H  -1.09  2.13  -0.09
H  -0.47  1.86  1.57
O  -2.34  -0.77  -1.86
H  -2.22  -1.67  -2.14
H  -3.19  -0.42  -2.12
O  0.43  -0.67  2.78
H  0.22  -1.32  3.44
H  0.80  -1.15  2.03



(6)
This record from OMol25 describes an isolated molecule of C8H10. The level of theory is ωB97M-V with the def2-TZVPD basis set.

Summary:
E_tot: -8451.9078 eV
orbital gap (alpha / beta): 8.156 / 8.156 eV
E_HOMO (alpha / beta): -7.71 / -7.71 eV

Cartesian coordinates (Å):
C  -2.17  -0.73  0.00
C  -0.74  -0.26  0.02
C  -0.43  1.20  0.26
C  1.06  1.35  -0.24
C  1.47  -0.05  -0.55
C  1.82  -0.88  0.69
C  0.40  -1.23  0.39
C  0.27  -0.83  -1.02
H  -2.18  -1.72  -0.21
H  -2.74  -0.02  -0.82
H  -2.60  -0.64  0.90
H  -0.65  1.43  1.23
H  -0.94  1.94  -0.29
H  1.18  1.99  -1.12
H  1.53  1.99  0.55
H  2.55  -1.79  0.51
H  1.89  -0.45  1.71
H  0.27  -1.28  -2.02



- Which of these has the lowest E_tot?
  C23H55N7O9V